Run P
Here is a 2-piece molecular cluster, C3H10NS overall from the OMol25 dataset. Energies are from ωB97M-V/def2-TZVPD.

CARTESIAN COORDINATES (ANGSTROEM)
C -2.476 -0.794 0.024
S -2.053 0.989 -0.280
H -1.851 -1.398 -0.616
H -2.413 -0.937 1.103
H -3.534 -0.984 -0.181
C 1.190 -0.467 0.848
C 1.549 0.777 0.040
N 1.163 0.584 -1.365
H 2.049 -0.954 1.284
H 0.475 -0.203 1.628
H 0.661 -1.158 0.197
H 1.155 1.678 0.512
H 2.641 0.896 0.015
H 0.133 0.510 -1.351
H 1.312 1.461 -1.856

## Properties
* net charge: -1
* Kohn-Sham gap: 6.55 eV

=====

Run Q
Here is a 2-piece molecular cluster, C3H10NS overall from the OMol25 dataset. Energies are from ωB97M-V/def2-TZVPD.

CARTESIAN COORDINATES (ANGSTROEM)
C 0.964 2.547 -1.355
S -0.134 1.264 -2.242
H 1.508 3.259 -1.978
H 0.528 3.143 -0.528
H 1.725 2.015 -0.771
C 0.783 -1.221 0.883
N -0.496 -0.511 0.833
C -1.654 -1.348 0.675
H 1.207 -1.564 1.959
H 0.642 -2.074 0.314
H 1.475 -0.586 0.305
H -0.555 0.085 -0.019
H -1.688 -2.008 -0.227
H -2.716 -0.951 0.681
H -1.589 -2.051 1.470

## Properties
* net charge: -1
* Kohn-Sham gap: 6.50 eV

=====

Q: Which of them is the least stable? A: run Q.

=====

Run P
Here is a 2-piece molecular cluster, C6H13N2 overall from the OMol25 dataset. Energies are from ωB97M-V/def2-TZVPD.

CARTESIAN COORDINATES (ANGSTROEM)
C -0.165 -1.659 1.553
C -0.206 0.431 -0.004
C 0.224 0.995 -1.331
C 0.172 -0.913 2.797
C -0.457 0.847 -2.676
C 1.640 1.336 -1.593
N -0.612 1.625 -0.233
N -1.184 -2.480 1.733
H 0.432 -1.710 0.658
H 0.750 -1.538 3.332
H -0.708 -0.604 3.446
H 0.590 0.141 2.743
H -1.524 0.634 -2.447
H 0.015 0.060 -3.090
H -0.441 1.810 -3.289
H 2.163 1.633 -0.610
H 1.722 2.300 -2.301
H 2.098 0.417 -2.199
H -1.403 2.256 -0.104
H -1.690 -2.482 2.613
H -1.415 -3.099 1.002

## Properties
* net charge: +1
* Kohn-Sham gap (spin up / spin down): 8.56 / 8.56 eV

=====

Run Q
Here is an isolated ion of composition C6H13N2 and charge +1 from the OMol25 dataset. Energies are from ωB97M-V/def2-TZVPD.

CARTESIAN COORDINATES (ANGSTROEM)
C -1.734 -0.464 1.959
C -1.602 0.362 0.696
N -0.710 1.520 0.770
C -0.422 0.463 -0.221
N -0.176 0.773 -1.861
C 0.785 -0.009 -1.000
C 0.884 -1.497 -1.369
C 2.146 0.767 -0.611
H -2.511 0.124 2.475
H -0.955 -0.308 2.701
H -2.093 -1.471 1.987
H -2.601 0.632 0.350
H -1.162 2.367 0.430
H -0.059 1.633 1.543
H -0.598 0.061 -2.430
H 0.667 -2.227 -0.565
H 1.888 -1.752 -1.693
H 0.232 -1.815 -2.210
H 2.576 0.908 -1.571
H 2.872 0.231 -0.085
H 2.005 1.644 -0.042

## Properties
* net charge: +1
* Kohn-Sham gap: 10.97 eV

=====

Q: Which of them is the least stable? A: run P.

=====

Run P
Here is an isolated ion of composition C3H8NO2 and charge +1 from the OMol25 dataset. Energies are from ωB97M-V/def2-TZVPD.

CARTESIAN COORDINATES (ANGSTROEM)
O -1.397 -1.162 0.026
C -0.756 -0.004 -0.103
O -1.440 1.133 -0.011
C 0.341 -0.005 -1.183
C 1.448 -0.015 -0.129
N 0.485 0.039 1.013
H -2.204 -1.140 0.565
H -2.267 1.090 0.493
H 0.294 0.891 -1.795
H 0.286 -0.888 -1.813
H 2.041 -0.928 -0.112
H 2.108 0.849 -0.151
H 0.532 -0.764 1.645
H 0.528 0.905 1.554

## Properties
* net charge: +1
* Kohn-Sham gap: 12.85 eV

=====

Run Q
Here is a 2-piece molecular cluster, C3H8NO2 overall from the OMol25 dataset. Energies are from ωB97M-V/def2-TZVPD.

CARTESIAN COORDINATES (ANGSTROEM)
O -0.509 -0.571 -0.008
C 0.141 -0.638 -1.031
C 1.389 0.056 -1.200
C 1.954 0.896 -0.137
O 1.761 2.275 -0.457
N -3.036 -0.970 1.739
H -0.253 -1.226 -1.865
H 1.891 -0.025 -2.162
H 1.489 0.653 0.820
H 3.038 0.767 -0.062
H 0.948 2.412 -0.935
H -2.154 -0.988 1.291
H -2.951 -1.068 2.726
H -3.707 -1.575 1.279

## Properties
* net charge: +1
* Kohn-Sham gap: 3.31 eV

=====

Q: Which of them is the least stable? A: run Q.

=====

Run P
Here is one molecule with the formula C5H10N2O from the OMol25 dataset. Energies are from ωB97M-V/def2-TZVPD.

CARTESIAN COORDINATES (ANGSTROEM)
H 1.411 -1.495 -1.465
N 0.752 -0.800 -1.180
C 1.091 -0.009 -0.254
C 2.316 -0.184 0.670
N 0.431 1.272 -0.099
C -0.956 1.446 -0.660
C -0.863 0.798 0.610
C -1.150 -0.574 0.923
O -1.599 -1.447 -0.146
H 2.969 0.486 0.505
H 2.378 -1.406 0.525
H 1.936 -0.123 1.758
H -1.194 0.813 -1.624
H -1.116 2.548 -0.714
H -1.204 1.497 1.497
H -2.074 -0.665 1.387
H -0.270 -1.040 1.590
H -0.950 -1.199 -1.067

## Properties
* Kohn-Sham gap: 10.55 eV

=====

Run Q
Here is one molecule with the formula C5H10N2O from the OMol25 dataset. Energies are from ωB97M-V/def2-TZVPD.

CARTESIAN COORDINATES (ANGSTROEM)
C -2.305 -0.462 1.231
C -2.064 0.249 -0.075
N -1.420 0.094 -1.221
N -0.292 -0.498 -1.584
C 0.845 -0.948 -0.639
C 1.227 0.220 0.365
C 2.419 1.045 0.080
O 0.593 0.314 1.417
H -3.249 -0.854 1.252
H -2.354 0.335 1.942
H -1.559 -1.274 1.408
H -2.891 0.994 -0.209
H 0.059 -0.064 -2.462
H 1.746 -1.011 -1.220
H 0.613 -1.845 0.095
H 2.267 2.156 -0.159
H 3.449 0.852 0.660
H 2.916 0.696 -0.882

## Properties
* Kohn-Sham gap: 8.62 eV

=====

Q: Which of them is the least stable? A: run P.

=====

Run P
Here is C5H10N2O as an isolated structure from the OMol25 dataset. Energies are from ωB97M-V/def2-TZVPD.

CARTESIAN COORDINATES (ANGSTROEM)
C -0.122 -0.287 0.061
C 0.708 0.748 -0.737
C -0.318 0.087 1.540
N -1.395 -0.511 -0.653
N -2.193 0.650 -0.864
C 0.795 -1.477 -0.058
C 1.903 -1.112 -0.681
O 1.154 1.763 0.015
H 1.582 2.414 -0.558
H -1.962 -1.188 -0.154
H 1.573 0.063 -1.382
H -1.833 1.120 -1.686
H -2.150 1.301 -0.080
H 0.551 -2.448 0.370
H 2.822 -1.655 -0.868
H -0.820 -0.734 2.057
H 0.635 0.276 2.030
H -0.927 0.988 1.647

## Properties
* Kohn-Sham gap: 8.44 eV

=====

Run Q
Here is a 3-piece molecular cluster, C5H10N2O overall from the OMol25 dataset. Energies are from ωB97M-V/def2-TZVPD.

CARTESIAN COORDINATES (ANGSTROEM)
C 1.595 0.268 -0.295
C 1.825 1.747 -0.200
C -0.389 -0.661 -0.301
N -0.285 -1.925 0.103
C -0.936 0.439 -0.459
C -2.942 -0.364 -0.293
O 2.083 -0.490 0.787
N -3.497 -0.928 0.684
H 2.195 0.090 1.550
H 1.962 -0.181 -1.217
H 0.092 -2.050 1.036
H 0.107 -2.589 -0.550
H -2.808 -1.171 1.409
H -1.040 1.486 -0.621
H -3.629 -0.086 -1.112
H 1.283 2.181 0.647
H 2.888 1.988 -0.057
H 1.494 2.246 -1.111

## Properties
* Kohn-Sham gap (spin up / spin down): 6.92 / 6.92 eV

=====

Q: Which of them is the least stable? A: run Q.

=====

Run P
Here is a 2-piece molecular cluster, C5H10N2O overall from the OMol25 dataset. Energies are from ωB97M-V/def2-TZVPD.

CARTESIAN COORDINATES (ANGSTROEM)
C -0.810 -1.069 0.342
C -1.019 0.236 0.147
C -0.893 1.232 1.132
C -1.566 0.752 -1.146
H -0.093 -1.471 1.159
H -0.982 -1.909 -0.343
H -1.881 1.590 1.409
H -0.378 1.068 2.084
H -0.349 2.051 0.673
H -0.769 1.439 -1.454
H -2.495 1.368 -0.958
H -1.632 -0.132 -1.751
N 1.923 -1.779 -0.694
N 2.290 -0.495 -0.368
C 2.395 0.142 0.640
O 2.484 1.026 1.372
H 1.125 -1.689 -1.271
H 2.649 -2.359 -0.973

## Properties
* Kohn-Sham gap: 9.75 eV

=====

Run Q
Here is one molecule with the formula C5H10N2O from the OMol25 dataset. Energies are from ωB97M-V/def2-TZVPD.

CARTESIAN COORDINATES (ANGSTROEM)
N 0.652 -2.413 0.883
C -0.002 -1.780 -0.150
O -0.258 -2.243 -1.229
C -0.633 -0.402 0.165
C -0.819 0.437 -1.121
C 0.279 1.494 -0.933
C 0.660 1.525 0.555
N -0.040 0.380 1.211
H 0.899 -1.844 1.761
H 0.998 -3.286 0.729
H -1.654 -0.806 0.388
H -1.848 0.856 -1.153
H -0.931 -0.096 -2.092
H 1.176 1.225 -1.484
H -0.118 2.407 -1.300
H 1.777 1.360 0.682
H 0.447 2.532 1.104
H -0.584 0.656 1.985

## Properties
* Kohn-Sham gap: 9.64 eV

=====

Run R
Here is a 2-piece molecular cluster, C5H10N2O overall from the OMol25 dataset. Energies are from ωB97M-V/def2-TZVPD.

CARTESIAN COORDINATES (ANGSTROEM)
C -0.943 2.210 0.634
C -0.765 2.212 1.948
N 0.325 1.625 2.606
C 0.363 0.372 2.733
H -0.224 1.749 -0.028
H -1.769 2.734 0.180
H -1.431 2.766 2.600
H 1.213 -0.078 3.233
H -0.435 -0.277 2.360
N 0.511 -0.938 -0.674
C -0.067 -1.499 -1.898
C 1.039 -1.814 -2.877
O 1.120 -2.824 -3.518
H -0.216 -0.462 -0.155
H 0.862 -1.683 -0.084
H -0.668 -0.717 -2.373
H -0.705 -2.375 -1.748
H 1.790 -1.001 -2.938

## Properties
* Kohn-Sham gap: 10.13 eV

=====

Run S
Here is one molecule with the formula C5H10N2O from the OMol25 dataset. Energies are from ωB97M-V/def2-TZVPD.

CARTESIAN COORDINATES (ANGSTROEM)
C 1.404 1.773 0.436
N 1.734 0.477 -0.490
C 1.009 -0.604 -0.147
O 1.354 -1.884 -0.034
N -0.232 -0.122 0.348
C -1.443 -1.155 0.524
C -1.340 -0.053 -0.536
C -2.276 0.987 -0.235
H 0.751 1.540 1.251
H 2.308 2.356 0.894
H 0.933 2.537 -0.398
H 2.768 0.355 -0.471
H -1.357 -2.118 0.175
H -1.938 -0.912 1.520
H -1.054 -0.531 -1.602
H -1.982 2.066 -0.053
H -2.795 0.530 0.711
H -3.106 1.084 -1.020

## Properties
* Kohn-Sham gap: 10.23 eV

=====

Q: Which of them is the least stable? A: run S.